90
Properties=species:S:1:pos:R:3:forces:R:3:lowdin_charge:R:1 method="wB97M-V/def2-TZVPD" s2=0.859 multiplicity=2 e_lumo_ev="-11.06 / -10.87" e_tot_ha=-5043.667795 charge=+3
V 1.406130 0.337847 1.546700 -0.153 -0.732 -0.599 0.70
C 3.656912 0.459468 4.381878 0.254 -0.563 0.852 -0.02
C 2.984732 -0.418007 3.327977 0.427 -0.648 1.066 -0.20
C 3.642568 -0.680397 2.060492 -0.632 1.041 1.439 -0.21
C 4.893987 0.105794 1.788297 -0.054 0.074 -1.090 -0.01
C 3.074374 -1.619957 1.212211 -1.089 -1.505 0.486 -0.31
C 3.821589 -2.283650 0.104706 2.466 1.305 0.441 -0.04
C 1.749700 -2.146918 1.516964 0.431 -0.120 -0.328 -0.26
C 1.035075 -3.068280 0.517630 -0.903 0.040 0.677 -0.05
C 1.178918 -1.951882 2.786971 0.286 0.148 -0.077 -0.21
C -0.058296 -2.741369 3.087619 -0.740 0.347 0.514 -0.02
C 1.893826 -1.206652 3.780391 0.091 0.634 -1.183 -0.17
C 1.472298 -1.245625 5.215080 0.417 0.299 1.053 -0.01
H 2.942550 1.160799 4.834022 0.154 -0.122 -0.170 0.08
H 4.528437 1.005895 4.033248 -0.201 0.111 -0.233 0.07
H 4.061182 -0.146021 5.254172 -0.629 0.357 -1.085 0.13
H 5.736692 -0.097606 2.442457 -0.089 -0.182 0.167 0.12
H 4.721952 1.182562 1.762885 -0.199 -0.018 0.527 0.06
H 5.197378 -0.056847 0.768419 0.393 -0.388 -0.354 0.08
H 3.523157 -1.880467 -0.852393 0.177 -0.306 -0.366 0.04
H 3.796320 -3.361662 0.120669 -0.452 -0.286 0.108 0.11
H 4.912635 -2.018048 0.283835 -1.234 -0.402 -0.606 0.12
H 0.859187 -4.100224 0.936251 0.318 1.027 -0.364 0.13
H 1.571658 -3.156182 -0.418773 0.029 -0.016 -0.025 0.07
H 0.020980 -2.625103 0.301142 0.950 -0.555 0.069 0.09
H 0.264379 -3.761183 3.180649 0.117 -0.719 0.600 0.11
H -0.716681 -2.811394 2.230598 -0.228 0.414 -0.116 0.09
H -0.670876 -2.429831 3.972596 0.808 -0.503 -0.841 0.10
H 0.670574 -1.936153 5.383486 -0.539 -0.279 -0.106 0.08
H 1.167358 -0.281803 5.658859 0.206 -0.182 -0.397 0.11
H 2.252211 -1.631424 5.907649 0.006 0.335 -0.734 0.13
N 1.823984 1.429599 -2.741151 1.509 -0.852 -1.280 0.10
C 1.388168 1.297382 -1.493629 -0.256 -0.021 -0.301 -0.81
S 1.712637 -0.266916 -0.709519 -1.096 1.314 -0.079 0.90
N 0.695521 2.248622 -0.965313 0.412 -0.733 1.460 0.05
N 0.388376 1.848862 0.335009 0.879 0.062 -0.992 -0.13
C -0.485807 2.570826 0.887855 -1.006 -0.194 0.643 -0.05
C -0.979032 2.049892 2.143586 -0.435 0.402 1.200 -0.23
C -2.019524 2.615331 2.881903 0.473 0.176 -1.028 0.04
C -2.553045 1.961654 3.975511 -0.158 0.449 -0.360 0.00
C -2.000728 0.771586 4.288790 1.294 -1.561 0.547 -0.01
C -0.920383 0.272619 3.575737 0.171 1.111 0.524 -0.08
N -0.359357 0.924609 2.562392 -0.371 -0.674 -0.541 0.04
H 2.461333 0.685865 -3.066321 -0.589 0.896 0.036 0.12
H 1.971957 2.354918 -3.136585 -0.217 -0.280 0.161 0.13
H -0.942900 3.365138 0.332310 -0.188 0.541 0.018 0.15
H -2.344393 3.573755 2.543400 -0.530 0.463 -0.038 0.13
H -3.357489 2.300916 4.589725 -0.354 0.706 0.065 0.13
H -2.206537 0.246924 5.199456 -0.678 -0.258 0.210 0.13
H -0.392886 -0.562508 3.957938 0.010 -0.399 0.014 0.05
Cl 3.288955 4.317181 4.797514 -0.239 -0.126 0.591 0.72
C 3.465730 4.216201 3.080586 0.371 -0.421 -0.530 -1.65
Cl 5.170413 3.981750 2.657722 0.147 0.180 -0.125 0.70
Cl 2.734502 5.565164 2.275017 -0.123 0.707 -0.342 0.73
C 2.796942 3.026696 2.527330 -0.199 -0.380 0.563 -0.28
N 2.288647 2.067423 2.162940 0.333 0.456 -0.143 0.17
F -5.874962 -3.796495 -0.540897 -0.325 -0.183 -0.114 0.13
C -4.945394 -3.030439 -1.077552 0.627 -0.219 0.599 -0.25
C -4.332571 -3.427525 -2.262896 -0.766 -0.218 0.530 0.03
C -3.315245 -2.677172 -2.788690 -0.187 -0.441 -1.052 -0.11
C -2.956762 -1.515151 -2.145455 0.335 1.105 0.211 -0.42
C -3.546524 -1.144345 -0.932079 0.570 0.730 1.449 -0.16
C -4.506870 -1.934025 -0.336797 -0.441 0.100 0.172 0.01
Sb -1.624541 -0.157486 -2.972126 0.615 0.117 0.187 1.71
C -0.900955 -0.854213 -4.819376 0.160 -1.399 0.422 -0.39
C -1.000917 -0.198383 -6.049450 0.259 -0.260 0.214 -0.09
C -0.429939 -0.767683 -7.177324 0.117 -0.102 -0.038 0.03
C 0.237548 -1.984629 -7.102698 -0.322 0.538 0.884 -0.28
F 0.919567 -2.448004 -8.121670 -0.126 -0.104 -0.559 0.14
C 0.198787 -2.726371 -5.943561 -0.481 -0.118 1.624 0.02
C -0.331105 -2.160122 -4.753220 0.013 0.133 -1.920 -0.12
C -2.618136 1.683665 -2.978070 -0.093 1.095 -0.777 -0.38
C -1.918110 2.860913 -3.345853 -0.878 0.513 0.573 -0.11
C -2.552476 4.116034 -3.324577 -0.202 -1.574 0.842 0.03
C -3.883695 4.168814 -2.931259 0.548 -1.841 -0.331 -0.29
F -4.408841 5.329746 -2.741961 -0.949 1.473 0.107 0.16
C -4.644065 3.011165 -2.696311 -0.651 0.127 0.149 0.02
C -4.001874 1.787591 -2.692100 0.231 -1.123 0.479 -0.11
H -4.678010 -4.314823 -2.757782 -0.152 -0.276 -0.099 0.14
H -2.919111 -3.001719 -3.762772 0.079 0.371 0.574 0.12
H -3.226652 -0.264979 -0.298434 -0.101 -0.805 -1.206 0.12
H -4.901197 -1.692793 0.675615 0.122 -0.326 -1.062 0.14
H -1.545382 0.727126 -6.113469 0.012 0.280 -0.166 0.11
H -0.495398 -0.322110 -8.145577 -0.068 0.508 -0.383 0.13
H 0.522668 -3.763535 -5.971206 0.223 0.234 0.134 0.13
H -0.370907 -2.817602 -3.890636 0.078 0.380 0.200 0.10
H -0.864230 2.889406 -3.532159 0.451 -0.380 -0.188 0.08
H -2.015832 5.035232 -3.384607 0.371 0.415 -0.457 0.12
H -5.737973 3.067773 -2.488440 1.095 0.116 -0.109 0.15
H -4.546886 0.862974 -2.385497 0.285 0.968 -0.489 0.11